Here is C48H65AlN2O2P3SSi as an isolated structure at a distorted geometry from OMol25. Energies are from wB97M-V/def2-TZVPD.

XYZ file:
```
123
Properties=species:S:1:pos:R:3:forces:R:3
Al 0.5113 -1.3197 0.9616 -0.10 1.63 0.04
C 2.4297 -2.7907 4.2765 0.00 0.10 -0.12
C 3.1120 -1.4610 3.9527 -0.26 -0.08 0.05
C 3.5208 -0.7923 5.2652 0.06 -0.08 0.04
P 2.2576 -0.3494 2.6834 0.07 0.03 0.11
C 3.8319 0.5822 2.2459 -0.07 0.08 -0.29
C 3.6852 2.0228 1.7392 0.04 -0.21 0.03
C 4.7064 -0.2534 1.2951 0.01 0.06 0.07
C 1.2002 0.9070 3.5200 -0.06 0.05 0.06
C 1.8216 1.6649 4.5200 0.05 0.01 -0.03
C 1.1393 2.6296 5.2395 -0.04 0.03 0.01
C -0.1976 2.8603 4.9601 0.01 -0.03 -0.01
C -0.8146 2.1504 3.9409 0.08 -0.14 -0.07
C -0.1560 1.1668 3.1848 0.01 0.09 0.03
Si -1.0088 0.4553 1.6093 -0.16 0.00 0.08
C -2.1100 1.8843 0.9005 0.07 0.08 -0.32
C -3.2598 2.1345 1.6690 0.09 -0.05 -0.03
C -4.1559 3.1471 1.3715 -0.02 0.01 0.03
C -3.9520 3.9341 0.2500 -0.05 0.04 -0.04
C -2.8611 3.6816 -0.5625 0.00 -0.06 0.04
C -1.9345 2.6731 -0.2609 -0.07 -0.02 0.22
P -0.4851 2.3918 -1.3348 0.30 -0.12 0.03
C -1.1006 2.1885 -3.0916 0.03 0.16 0.12
C 0.0985 2.3889 -4.0241 0.00 0.04 -0.06
C -2.3290 2.9434 -3.5949 0.01 -0.07 -0.10
C 0.4270 4.0215 -1.2594 -0.06 -0.02 0.08
C 0.8583 4.2076 0.2025 0.02 0.01 -0.02
C -0.2040 5.3104 -1.7903 0.05 -0.01 0.03
C -2.4349 -0.8156 1.9199 0.03 -0.30 -0.02
C -3.2203 -0.7710 3.0803 0.14 -0.06 -0.03
C -4.2817 -1.6373 3.2862 0.02 0.02 -0.01
C -4.5914 -2.5928 2.3271 -0.02 -0.02 0.01
C -3.8136 -2.6943 1.1862 0.08 0.08 0.02
C -2.7307 -1.8308 0.9702 0.00 0.15 0.25
P -1.6920 -1.9677 -0.5364 -0.11 -0.71 0.08
C -2.9020 -1.7052 -1.9317 0.10 0.21 0.05
C -3.8723 -2.8463 -2.2461 -0.02 0.03 0.01
C -3.6918 -0.4207 -1.6651 -0.08 -0.04 -0.07
C -1.0606 -3.7357 -0.7661 -0.27 0.15 -0.13
C -0.6750 -3.9200 -2.2411 -0.05 0.00 -0.01
C -1.8574 -4.9148 -0.2202 -0.06 -0.03 -0.09
H 3.1209 -3.4105 4.8517 0.01 0.03 -0.04
H 2.1591 -3.3419 3.3762 -0.06 -0.01 -0.02
H 1.5428 -2.6328 4.8822 -0.11 -0.02 0.02
H 4.0199 -1.7026 3.3968 0.09 0.02 0.00
H 2.6499 -0.4503 5.8249 0.03 -0.04 0.00
H 4.2117 0.0434 5.1396 -0.05 -0.07 0.04
H 4.0326 -1.5397 5.8755 0.01 0.04 -0.01
H 4.3599 0.6302 3.1978 -0.01 0.04 0.08
H 3.3869 2.0544 0.6906 -0.03 0.01 -0.03
H 4.6529 2.5272 1.8105 -0.05 -0.04 -0.04
H 2.9657 2.6005 2.3169 0.00 -0.01 0.01
H 4.3757 -0.1563 0.2604 0.04 -0.01 0.09
H 4.7109 -1.3173 1.5451 0.03 0.07 -0.02
H 5.7404 0.0977 1.3400 -0.05 -0.02 -0.01
H 2.8726 1.5147 4.7372 -0.17 0.07 -0.05
H 1.6518 3.1969 6.0078 -0.03 -0.03 -0.04
H -0.7531 3.6084 5.5146 0.02 -0.05 -0.04
H -1.8446 2.3891 3.7149 -0.01 0.02 -0.03
H -3.4824 1.5019 2.5186 0.01 0.13 -0.03
H -5.0162 3.3151 2.0108 0.06 -0.04 -0.05
H -4.6480 4.7274 -0.0009 0.06 -0.06 0.01
H -2.7381 4.2753 -1.4568 0.05 -0.02 0.08
H -1.3488 1.1258 -3.1129 -0.05 -0.17 -0.02
H 0.4233 3.4344 -4.0425 -0.04 -0.11 -0.01
H -0.1655 2.1077 -5.0477 0.02 0.00 0.07
H 0.9493 1.7735 -3.7186 0.03 0.02 0.00
H -2.1808 4.0242 -3.6012 -0.02 -0.03 0.00
H -3.2153 2.7161 -3.0019 0.04 0.03 -0.03
H -2.5344 2.6380 -4.6270 0.01 0.03 0.08
H 1.3203 3.8332 -1.8627 0.09 -0.08 0.03
H -0.0108 4.4296 0.8282 0.04 0.00 -0.01
H 1.5609 5.0413 0.2943 -0.05 -0.05 -0.01
H 1.3353 3.3111 0.6159 -0.06 0.09 -0.08
H -1.0445 5.6296 -1.1711 0.03 -0.02 -0.06
H -0.5360 5.2252 -2.8268 -0.01 -0.02 0.09
H 0.5450 6.1089 -1.7543 -0.08 -0.03 0.00
H -2.9686 -0.0577 3.8623 -0.03 -0.09 -0.06
H -4.8650 -1.5749 4.1972 0.03 0.01 -0.03
H -5.4281 -3.2661 2.4747 0.05 0.03 -0.01
H -4.0490 -3.4599 0.4596 0.02 0.02 0.03
H -2.2604 -1.5469 -2.8031 0.01 0.01 -0.04
H -4.6661 -2.9014 -1.4990 0.05 0.00 -0.05
H -3.3926 -3.8197 -2.3154 -0.09 0.07 -0.01
H -4.3466 -2.6439 -3.2106 -0.02 0.00 0.06
H -4.4309 -0.5843 -0.8759 0.06 0.02 -0.05
H -4.2248 -0.1163 -2.5700 0.01 -0.02 0.05
H -3.0579 0.4038 -1.3480 0.10 0.13 0.00
H -0.1313 -3.7249 -0.2042 0.21 -0.01 0.21
H -1.5439 -4.1628 -2.8540 0.13 0.03 0.00
H 0.0353 -4.7460 -2.3429 -0.04 0.03 0.01
H -0.2134 -3.0195 -2.6625 -0.02 -0.08 0.02
H -2.7867 -5.0652 -0.7720 0.03 -0.04 0.07
H -2.0999 -4.7779 0.8323 0.01 -0.01 -0.06
H -1.2654 -5.8315 -0.3127 -0.05 0.06 -0.01
S 4.5278 -0.1714 -4.0635 0.10 -0.13 -0.08
C 3.4212 -0.6213 -2.7496 0.01 0.14 -0.02
C 2.9938 0.3669 -1.8811 -0.27 0.11 0.13
C 2.1649 0.0386 -0.8211 0.05 -0.38 -0.18
N 1.7637 -1.2272 -0.6002 0.10 0.14 0.05
C 2.1997 -2.1870 -1.4398 -0.36 -0.24 0.42
C 3.0177 -1.9304 -2.5092 0.13 -0.07 -0.10
C 3.4024 -0.2041 -5.4490 -0.01 0.06 0.08
C 3.3233 0.9328 -6.2381 -0.01 0.02 -0.05
C 2.4665 0.9109 -7.3320 -0.16 -0.19 -0.03
N 1.7067 -0.1382 -7.6499 0.12 0.04 0.11
C 1.8034 -1.2258 -6.8838 0.02 0.15 -0.06
C 2.6411 -1.3150 -5.7804 -0.06 -0.01 -0.04
H 3.2994 1.3912 -2.0360 -0.03 0.07 0.06
H 1.8254 0.7803 -0.1141 -0.14 0.09 -0.03
H 1.8820 -3.1992 -1.2203 -0.02 0.06 0.00
H 3.3549 -2.7474 -3.1308 0.03 0.02 0.04
H 3.9082 1.8153 -6.0059 -0.07 -0.06 -0.02
H 2.3730 1.7830 -7.9724 0.02 -0.07 0.04
H 1.1892 -2.0741 -7.1732 0.04 0.08 0.03
H 2.6931 -2.2328 -5.2082 -0.01 0.07 -0.09
C -0.9979 -4.2885 3.3463 0.03 -0.09 0.07
C -0.5185 -2.8824 3.1506 -0.02 0.44 0.15
O -0.6348 -2.0209 3.9910 0.19 -0.17 -0.25
O 0.0303 -2.6486 1.9557 0.31 -0.88 -0.37
H -0.9231 -4.5420 4.4011 -0.02 -0.04 -0.01
H -0.4416 -4.9968 2.7351 -0.02 0.02 0.02
H -2.0528 -4.3277 3.0647 0.01 0.02 0.00
```
Forces are in eV/Å.

## Properties
* total energy: -4082.1592 Ha
* max |F|: 1.6 eV Å⁻¹
* E_LUMO: -3.18 eV
* total charge: +1
* spin multiplicity: 1